(1)
{"formula": "C31H56BClFN4O14", "method": "ωB97M-V/def2-TZVPD", "total_charge": -1, "lumo_energy_ev": 2.16, "gap_ha": 0.261, "elements": ["N", "C", "N", "N", "C", "C", "C", "C", "B", "O", "C", "C", "C", "C", "Cl", "C", "F", "C", "C", "C", "N", "C", "C", "O", "H", "H", "H", "H", "H", "H", "H", "H", "H", "H", "H", "H", "H", "H", "H", "H", "H", "H", "H", "H", "H", "H", "H", "H", "C", "C", "O", "C", "O", "O", "C", "H", "H", "H", "H", "H", "H", "H", "H", "C", "C", "O", "C", "O", "O", "C", "H", "H", "H", "H", "H", "H", "H", "H", "C", "C", "O", "C", "O", "O", "C", "H", "H", "H", "H", "H", "H", "H", "H", "C", "C", "O", "C", "O", "O", "C", "H", "H", "H", "H", "H", "H", "H", "H"], "coordinates": [[-5.448, 2.804, 1.361], [-6.343, 1.992, 0.674], [-6.979, 0.870, 1.485], [-6.663, 2.274, -0.795], [-6.134, 1.187, -1.706], [-4.648, 0.686, -1.222], [-3.964, -0.106, -2.516], [-2.689, -0.995, -1.965], [-1.508, -0.030, -1.319], [-0.778, -0.596, -0.131], [0.361, -1.262, -0.780], [1.468, -2.073, 0.117], [1.004, -3.677, 0.118], [1.512, -4.437, -1.275], [0.078, -5.147, -2.266], [0.861, -0.222, -1.944], [1.638, -0.984, -2.951], [1.706, 1.126, -1.545], [2.892, 1.200, -0.379], [3.633, 2.648, -0.189], [3.354, 3.935, -0.913], [2.286, 3.838, -1.965], [1.381, 2.534, -2.370], [-0.494, 0.221, -2.401], [-5.098, 3.556, 0.710], [-6.561, 0.836, 2.443], [-6.851, -0.058, 1.019], [-6.214, 3.160, -1.122], [-6.858, 0.247, -1.714], [-6.015, 1.570, -2.830], [-4.002, 1.598, -0.847], [-4.713, -0.118, -0.359], [-3.656, 0.658, -3.376], [-4.818, -0.812, -2.952], [-3.083, -1.665, -1.064], [-2.289, -1.739, -2.781], [-1.799, 1.084, -0.997], [-0.109, -2.140, -1.435], [1.515, -1.718, 1.234], [2.533, -2.069, -0.422], [-0.166, -3.808, 0.140], [1.426, -4.265, 1.058], [1.948, -3.561, -1.954], [2.336, -5.258, -1.072], [3.178, 0.246, 0.236], [4.498, 2.682, 0.634], [2.058, 4.837, -2.579], [0.549, 2.555, -3.196], [-4.502, -5.656, -5.200], [-4.707, -4.544, -4.184], [-5.949, -3.863, -4.399], [-7.066, -4.538, -4.029], [-7.099, -5.656, -3.533], [-8.143, -3.774, -4.330], [-9.392, -4.422, -4.090], [-4.581, -5.263, -6.218], [-3.520, -6.120, -5.071], [-5.263, -6.434, -5.100], [-3.914, -3.798, -4.303], [-4.647, -4.917, -3.154], [-9.461, -4.778, -3.057], [-9.522, -5.248, -4.794], [-10.190, -3.694, -4.257], [5.008, 2.811, 7.196], [5.637, 2.589, 5.831], [4.649, 2.596, 4.794], [4.140, 3.811, 4.469], [4.453, 4.880, 4.975], [3.203, 3.635, 3.506], [2.510, 4.832, 3.155], [4.220, 2.074, 7.379], [5.762, 2.732, 7.985], [4.543, 3.798, 7.267], [6.109, 1.602, 5.809], [6.421, 3.326, 5.618], [3.209, 5.622, 2.859], [1.887, 5.159, 3.990], [1.861, 4.611, 2.303], [4.090, 9.398, 0.968], [2.836, 8.558, 0.790], [2.019, 8.585, 1.967], [1.334, 9.735, 2.185], [1.352, 10.729, 1.473], [0.645, 9.606, 3.345], [-0.032, 10.796, 3.746], [4.643, 9.078, 1.857], [4.739, 9.312, 0.093], [3.847, 10.455, 1.110], [3.123, 7.514, 0.631], [2.257, 8.871, -0.087], [-0.696, 11.159, 2.955], [0.696, 11.562, 4.024], [-0.641, 10.561, 4.624], [6.682, -9.402, -0.485], [6.477, -8.290, 0.531], [5.235, -7.610, 0.316], [4.118, -8.285, 0.686], [4.085, -9.402, 1.182], [3.040, -7.520, 0.385], [1.792, -8.169, 0.625], [6.603, -9.009, -1.503], [7.664, -9.866, -0.356], [5.921, -10.181, -0.386], [7.269, -7.545, 0.412], [6.537, -8.663, 1.561], [1.723, -8.525, 1.658], [1.661, -8.994, -0.079], [0.994, -7.440, 0.458]]}

(2)
{"formula": "C31H56BN6OSV", "method": "ωB97M-V/def2-TZVPD", "total_charge": 1, "spin_multiplicity": 2, "lumo_energy_ev": [-1.83, -1.75], "gap_ha": [0.292, 0.276], "elements": ["V", "C", "C", "C", "C", "C", "C", "C", "C", "C", "N", "N", "B", "N", "N", "C", "C", "C", "C", "C", "C", "C", "C", "C", "N", "N", "C", "C", "C", "C", "C", "C", "C", "C", "C", "H", "H", "H", "H", "H", "H", "H", "H", "H", "H", "H", "H", "H", "H", "H", "H", "H", "H", "H", "H", "H", "H", "H", "H", "H", "H", "H", "H", "H", "H", "H", "H", "H", "H", "H", "H", "H", "H", "H", "H", "H", "H", "H", "H", "H", "H", "C", "C", "S", "O", "C", "C", "H", "H", "H", "H", "H", "H", "H", "H", "H", "H"], "coordinates": [[-0.076, 0.109, -0.045], [-3.685, 1.662, 2.557], [-2.726, 2.076, 1.435], [-1.283, 1.970, 1.891], [-2.958, 1.235, 0.220], [-4.177, 1.076, -0.425], [-3.969, 0.145, -1.436], [-5.085, -0.211, -2.394], [-5.359, 1.002, -3.299], [-4.982, -1.478, -3.240], [-2.676, -0.228, -1.367], [-2.038, 0.456, -0.372], [-1.877, -1.377, -2.034], [-0.633, -0.771, -2.732], [0.351, -0.247, -1.942], [1.398, 0.023, -2.742], [1.073, -0.328, -4.048], [-0.221, -0.819, -4.012], [-1.029, -1.156, -5.233], [-1.515, -2.605, -5.318], [-2.188, -0.161, -5.370], [2.696, 0.638, -2.317], [3.208, 0.054, -1.001], [2.549, 2.164, -2.249], [-1.380, -2.311, -0.894], [-0.551, -1.788, 0.047], [-0.247, -2.762, 0.907], [-0.874, -3.940, 0.503], [-1.593, -3.621, -0.637], [-2.554, -4.578, -1.286], [-3.968, -4.299, -0.753], [-2.530, -4.649, -2.814], [0.570, -2.589, 2.148], [-0.319, -2.801, 3.383], [1.255, -1.231, 2.208], [-3.511, 2.276, 3.442], [-4.724, 1.786, 2.256], [-3.534, 0.614, 2.823], [-2.941, 3.116, 1.174], [-1.060, 0.935, 2.187], [-0.616, 2.281, 1.084], [-1.088, 2.605, 2.753], [-5.108, 1.567, -0.193], [-5.958, -0.334, -1.747], [-4.498, 1.219, -3.931], [-6.215, 0.796, -3.944], [-5.580, 1.893, -2.712], [-4.224, -1.388, -4.017], [-4.769, -2.355, -2.634], [-5.941, -1.641, -3.733], [-2.537, -1.974, -2.800], [1.704, -0.228, -4.917], [-0.348, -0.996, -6.070], [-2.358, -2.784, -4.654], [-1.840, -2.820, -6.337], [-0.717, -3.302, -5.060], [-2.807, -0.189, -4.475], [-1.813, 0.856, -5.495], [-2.804, -0.410, -6.235], [3.412, 0.402, -3.105], [2.555, 0.365, -0.184], [3.249, -1.035, -1.046], [4.209, 0.425, -0.779], [1.867, 2.438, -1.443], [3.517, 2.631, -2.072], [2.152, 2.551, -3.189], [-0.820, -4.904, 0.981], [-2.250, -5.558, -0.914], [-4.240, -3.257, -0.925], [-4.696, -4.941, -1.251], [-4.020, -4.486, 0.320], [-3.116, -3.848, -3.261], [-1.511, -4.594, -3.197], [-2.967, -5.595, -3.137], [1.338, -3.367, 2.143], [-1.158, -2.102, 3.372], [-0.721, -3.813, 3.403], [0.258, -2.644, 4.296], [0.517, -0.419, 2.251], [1.859, -1.162, 3.112], [1.919, -1.084, 1.354], [3.425, 1.473, 4.003], [3.544, 2.575, 2.960], [1.916, 2.872, 2.201], [1.730, 1.798, 1.163], [2.304, 4.413, 1.290], [3.654, 4.432, 0.594], [4.385, 1.316, 4.493], [3.123, 0.537, 3.534], [2.692, 1.733, 4.766], [4.230, 2.300, 2.160], [3.849, 3.521, 3.412], [2.198, 5.217, 2.021], [1.487, 4.493, 0.572], [4.469, 4.600, 1.296], [3.672, 5.236, -0.142], [3.827, 3.494, 0.070]]}

(3)
{"formula": "C31H56BaBrN4OP3", "method": "ωB97M-V/def2-TZVPD", "de_lowest_ev": 0.3163, "total_charge": 2, "lumo_energy_ev": -6.33, "gap_ha": 0.197, "elements": ["C", "C", "C", "C", "N", "C", "C", "C", "C", "C", "C", "C", "C", "C", "Ba", "P", "H", "H", "H", "H", "H", "H", "H", "H", "C", "C", "H", "H", "H", "H", "H", "C", "C", "H", "H", "H", "H", "H", "C", "C", "H", "H", "H", "H", "H", "Br", "P", "C", "C", "H", "H", "H", "H", "H", "C", "C", "H", "H", "H", "H", "H", "C", "C", "H", "H", "H", "H", "H", "C", "N", "C", "P", "O", "N", "C", "C", "N", "C", "C", "H", "H", "H", "H", "H", "H", "H", "H", "H", "H", "H", "H", "H", "H", "H", "H", "H", "H"], "coordinates": [[7.454, -3.732, 0.941], [6.452, -3.673, -0.041], [6.303, -4.801, -0.893], [7.125, -5.924, -0.685], [8.020, -5.959, 0.293], [8.217, -4.902, 1.076], [5.483, -2.592, -0.069], [4.294, -2.270, 0.058], [2.893, -2.486, 0.374], [2.388, -2.251, 1.669], [1.025, -2.350, 1.921], [0.157, -2.683, 0.874], [0.645, -2.838, -0.430], [2.001, -2.711, -0.688], [3.170, 0.188, -0.378], [-1.603, -2.924, 1.147], [5.542, -4.818, -1.666], [7.602, -2.897, 1.628], [7.031, -6.793, -1.342], [8.999, -4.959, 1.839], [2.393, -2.757, -1.712], [3.104, -2.018, 2.469], [-0.048, -3.008, -1.261], [0.656, -2.203, 2.937], [-2.351, -1.545, 0.267], [-3.810, -1.661, -0.148], [-1.718, -1.312, -0.609], [-2.199, -0.660, 0.900], [-4.213, -0.648, -0.299], [-3.915, -2.201, -1.100], [-4.405, -2.164, 0.619], [-1.940, -4.581, 0.514], [-0.950, -5.635, 1.034], [-1.882, -4.541, -0.585], [-2.978, -4.831, 0.778], [-1.112, -6.585, 0.515], [0.091, -5.335, 0.840], [-1.053, -5.823, 2.112], [-1.880, -2.877, 2.921], [-3.299, -3.258, 3.324], [-1.635, -1.858, 3.256], [-1.154, -3.544, 3.409], [-3.365, -3.322, 4.415], [-4.022, -2.506, 2.992], [-3.591, -4.231, 2.919], [0.221, 0.001, -1.149], [-0.441, -2.540, -4.906], [-1.541, -3.270, -3.619], [-2.872, -3.769, -4.194], [-1.709, -2.498, -2.853], [-0.994, -4.103, -3.153], [-3.409, -4.361, -3.441], [-3.519, -2.936, -4.493], [-2.709, -4.409, -5.071], [-0.501, -0.740, -4.550], [-0.438, 0.082, -5.843], [0.301, -0.477, -3.843], [-1.447, -0.559, -4.019], [-0.595, 1.141, -5.613], [0.536, -0.026, -6.336], [-1.221, -0.240, -6.540], [1.225, -3.150, -4.440], [1.619, -4.386, -5.263], [1.216, -3.372, -3.365], [1.926, -2.323, -4.615], [2.685, -4.605, -5.124], [1.050, -5.269, -4.951], [1.443, -4.221, -6.332], [1.520, 3.998, 0.048], [1.178, 3.976, 1.461], [0.964, 5.270, 2.098], [0.853, 2.523, 2.171], [1.713, 1.422, 1.595], [1.074, 2.875, 3.804], [0.322, 2.156, 4.837], [2.442, 3.214, 4.198], [-0.792, 2.330, 2.034], [-1.456, 1.089, 2.426], [-1.717, 3.464, 2.018], [1.165, 4.929, -0.402], [1.061, 3.157, -0.499], [2.611, 3.941, -0.092], [0.736, 5.147, 3.164], [1.879, 5.873, 2.000], [0.140, 5.818, 1.615], [0.363, 1.063, 4.692], [0.764, 2.403, 5.807], [-0.727, 2.483, 4.858], [3.164, 2.472, 3.826], [2.716, 4.208, 3.823], [2.480, 3.235, 5.291], [-1.814, 1.132, 3.472], [-2.337, 0.996, 1.776], [-0.791, 0.220, 2.294], [-1.820, 3.949, 3.007], [-1.424, 4.207, 1.265], [-2.697, 3.047, 1.749]]}

(4)
{"formula": "C31H56Cl16FNOPS2", "method": "ωB97M-V/def2-TZVPD", "total_charge": 1, "lumo_energy_ev": -3.52, "gap_ha": 0.262, "elements": ["C", "C", "C", "C", "C", "C", "C", "C", "N", "C", "C", "C", "C", "C", "C", "C", "C", "C", "S", "S", "C", "C", "C", "P", "F", "C", "C", "C", "C", "C", "O", "C", "C", "H", "H", "H", "H", "H", "H", "H", "H", "H", "H", "H", "H", "H", "H", "H", "H", "H", "H", "H", "H", "H", "H", "H", "H", "H", "H", "H", "H", "H", "H", "H", "H", "H", "H", "H", "H", "H", "H", "H", "H", "H", "H", "H", "H", "H", "H", "H", "H", "H", "H", "H", "H", "H", "H", "H", "H", "C", "Cl", "Cl", "Cl", "Cl", "C", "Cl", "Cl", "Cl", "Cl", "C", "Cl", "Cl", "Cl", "Cl", "C", "Cl", "Cl", "Cl", "Cl"], "coordinates": [[2.106, -6.511, 1.102], [1.242, -6.118, -0.126], [0.707, -4.658, -0.125], [1.708, -3.584, 0.361], [2.639, -3.027, -0.764], [3.938, -2.415, -0.138], [3.816, -0.861, -0.023], [4.587, -0.290, 1.202], [3.928, 0.896, 1.756], [4.879, 1.769, 2.510], [5.417, 2.837, 1.515], [6.783, 3.432, 1.928], [7.155, 4.526, 0.875], [8.441, 5.266, 1.312], [9.023, 6.278, 0.267], [8.516, 6.097, -1.179], [9.178, 4.877, -1.898], [2.795, 0.584, 2.484], [2.360, -0.889, 3.053], [1.687, 1.999, 2.805], [0.019, 1.352, 2.403], [-0.942, 1.715, 3.563], [-2.299, 0.938, 3.427], [-3.469, 1.832, 2.323], [-3.830, 0.823, 1.188], [-4.969, 2.420, 3.174], [-6.296, 2.119, 2.382], [-6.871, 3.388, 1.669], [-8.419, 3.381, 1.682], [-9.007, 2.644, 0.467], [-8.826, 3.412, -0.709], [-9.641, 2.901, -1.760], [-9.704, 3.896, -2.937], [1.937, -7.557, 1.397], [3.168, -6.368, 0.829], [1.932, -5.863, 1.977], [0.349, -6.772, -0.101], [1.734, -6.360, -1.080], [-0.248, -4.600, 0.422], [0.476, -4.409, -1.180], [2.320, -3.878, 1.225], [1.101, -2.721, 0.704], [2.839, -3.745, -1.571], [2.099, -2.165, -1.200], [4.079, -2.769, 0.898], [4.792, -2.682, -0.780], [4.259, -0.404, -0.924], [2.763, -0.539, 0.029], [5.565, 0.056, 0.817], [4.835, -1.060, 1.956], [5.707, 1.108, 2.828], [4.406, 2.249, 3.380], [5.529, 2.379, 0.516], [4.658, 3.631, 1.426], [7.546, 2.631, 1.887], [6.781, 3.849, 2.950], [6.325, 5.254, 0.911], [7.226, 4.025, -0.099], [9.228, 4.546, 1.600], [8.189, 5.810, 2.240], [10.119, 6.128, 0.242], [8.878, 7.312, 0.622], [8.864, 6.983, -1.744], [7.420, 6.076, -1.273], [9.110, 3.989, -1.252], [10.213, 5.148, -2.145], [8.610, 4.655, -2.817], [-0.320, 1.801, 1.452], [0.090, 0.259, 2.299], [-1.094, 2.805, 3.643], [-0.497, 1.391, 4.516], [-2.763, 0.864, 4.422], [-2.089, -0.054, 2.996], [-2.800, 2.963, 1.796], [-5.068, 1.942, 4.162], [-4.914, 3.505, 3.353], [-7.044, 1.802, 3.125], [-6.200, 1.287, 1.668], [-6.539, 3.441, 0.620], [-6.487, 4.282, 2.188], [-8.828, 2.932, 2.605], [-8.803, 4.412, 1.644], [-8.564, 1.628, 0.363], [-10.095, 2.496, 0.621], [-9.259, 1.915, -2.093], [-10.682, 2.754, -1.411], [-9.929, 4.905, -2.566], [-10.515, 3.568, -3.608], [-8.771, 3.848, -3.515], [1.995, -9.022, -3.271], [1.487, -10.499, -4.099], [0.625, -7.910, -3.152], [2.572, -9.423, -1.646], [3.298, -8.249, -4.187], [-0.969, -5.088, -6.155], [-1.642, -5.782, -7.636], [-2.070, -5.397, -4.803], [0.601, -5.823, -5.813], [-0.771, -3.340, -6.360], [-5.994, -3.373, -5.354], [-5.768, -1.897, -4.395], [-7.240, -3.092, -6.577], [-4.470, -3.794, -6.142], [-6.493, -4.698, -4.294], [-6.691, -4.465, -0.176], [-8.333, -4.778, 0.401], [-5.976, -5.971, -0.766], [-6.741, -3.284, -1.490], [-5.709, -3.829, 1.157]]}